No. 1
A 12-piece molecular cluster, C6H35NO12 overall. Source: the OMol25 dataset; level of theory: wB97M-V/def2-TZVPD.

Computed properties:
Relative energy (zero: lowest compared OMol25 entry of this formula, charge and spin): 645.9 kJ/mol
HOMO-LUMO gap: 9.637 eV
E_LUMO: 0.21 eV
Total energy: -32846.9102 eV
SMILES: CCCNCCC=O.O.O.O.O.O.O.O.O.O.O.O
HOMO: -0.3465 Ha
Maximum force: 7.406 eV/Å

```
! wB97M-V def2-TZVPD RIJCOSX def2/J DEFGRID3
* xyz 0 1
C -0.214 -0.786 2.504
N -0.879 0.176 1.602
C -2.311 0.456 1.987
C -2.981 0.663 0.690
C -2.415 1.798 -0.132
O -2.964 2.049 -1.217
C -0.062 -0.453 3.935
C 1.155 0.418 4.478
H 0.692 -1.033 2.021
H -0.895 -1.643 2.356
H -0.460 1.123 1.759
H -2.548 -0.530 2.398
H -2.519 1.017 2.866
H -2.947 -0.207 -0.011
H -4.130 0.813 0.744
H -1.485 2.312 0.170
H -1.010 -0.010 4.537
H 0.219 -1.376 4.538
H 1.959 -0.166 4.765
H 1.855 0.848 3.718
H 0.771 1.160 5.087
H 1.980 -2.375 -1.207
H 3.072 -1.396 -1.401
O 2.562 -2.003 -1.859
H -2.471 0.607 -3.093
H -3.887 0.457 -2.581
O -3.207 -0.181 -2.843
H 1.185 3.234 0.660
H 1.713 1.923 0.318
O 0.952 2.276 0.763
H 1.381 0.932 -2.959
H 1.290 2.123 -2.025
O 1.782 1.467 -2.399
H -3.401 -1.339 -1.598
H -3.549 -2.772 -0.816
O -3.488 -1.814 -0.757
H 1.550 -3.929 1.305
H 0.976 -4.331 -0.009
O 0.806 -3.819 0.726
H 0.137 -1.166 -2.137
H 1.221 -1.375 -3.259
O 0.286 -1.007 -3.072
H 4.820 0.620 -2.144
H 3.433 0.794 -1.875
O 4.187 0.287 -1.631
H -0.780 -0.638 -0.206
H -1.313 -1.866 -0.817
O -0.416 -1.521 -0.630
H 3.851 2.923 -0.758
H 4.405 1.592 -0.230
O 4.477 2.504 -0.056
H -0.730 0.345 -3.823
H -0.915 1.590 -4.636
O -0.738 1.228 -3.752
*
```

No. 2
A 2-piece molecular cluster, C7H9O3PS2 overall. Source: the OMol25 dataset; level of theory: wB97M-V/def2-TZVPD.

Computed properties:
HOMO-LUMO gap (spin up / spin down): 6.016 / 6.017 eV
E_LUMO (spin up / spin down): -1.81 / -1.80 eV
Total energy: -44506.9230 eV
HOMO (spin up / spin down): -0.2874 / -0.2874 Ha
Maximum force: 4.468 eV/Å

```
! wB97M-V def2-TZVPD RIJCOSX def2/J DEFGRID3
* xyz 0 1
C -2.568 -1.452 -0.552
C -2.292 -0.658 -1.633
C -2.022 -1.185 0.710
C -1.406 0.440 -1.490
C -1.288 0.025 0.899
C -0.845 0.789 -0.216
C 0.034 1.859 -0.032
O 0.514 2.157 1.116
O 2.103 -1.705 0.695
O 2.910 0.538 1.531
P 3.036 -0.392 0.203
S 4.932 -0.764 -0.071
S 1.915 0.462 -1.274
H -3.103 -2.400 -0.702
H -2.745 -0.820 -2.603
H -2.339 -1.925 1.519
H -1.140 1.139 -2.264
H -0.945 0.310 1.842
H 0.320 2.567 -0.837
H 0.315 1.486 1.694
H 1.571 -1.955 -0.002
H 3.043 1.485 1.469
*
```

No. 3
A 3-piece molecular cluster, C5H13NO2 overall. Source: the OMol25 dataset; level of theory: wB97M-V/def2-TZVPD.

Computed properties:
Relative energy (zero: lowest compared OMol25 entry of this formula, charge and spin): 323.3 kJ/mol
HOMO-LUMO gap: 10.205 eV
E_LUMO: 0.71 eV
Total energy: -10978.5282 eV
SMILES: CC#N.COC.CO
HOMO: -0.3489 Ha
Maximum force: 4.369 eV/Å

```
! wB97M-V def2-TZVPD RIJCOSX def2/J DEFGRID3
* xyz 0 1
C -2.482 0.366 -1.076
C 1.195 -2.145 -0.335
C 1.095 -1.058 -1.281
O -2.745 0.975 0.169
N 1.074 -0.300 -2.174
H 1.285 0.901 -0.944
H -1.426 0.457 -1.354
H -2.744 -0.702 -1.059
H -3.115 0.863 -1.809
H 0.925 -3.084 -0.819
H 2.211 -2.201 0.056
H 0.522 -1.943 0.501
C 2.358 1.353 0.891
C -1.990 0.415 1.218
O 1.331 0.732 0.154
H 3.339 1.276 0.404
H 2.413 0.861 1.866
H 2.119 2.404 1.085
H -0.914 0.499 1.025
H -2.224 0.979 2.120
H -2.228 -0.649 1.362
*
```

No. 4
One molecule with the formula C2H3BrClFIN. Source: the OMol25 dataset; level of theory: wB97M-V/def2-TZVPD.

Computed properties:
Relative energy (zero: lowest compared OMol25 entry of this formula, charge and spin): 22.9 kJ/mol
HOMO-LUMO gap: 9.214 eV
E_LUMO: -0.57 eV
Total energy: -96994.7929 eV
SMILES: F[C@](Br)(I)NCCl
HOMO: -0.3596 Ha
Maximum force: 2.026 eV/Å

```
! wB97M-V def2-TZVPD RIJCOSX def2/J DEFGRID3
* xyz 0 1
C 0.260 1.151 -0.392
C -0.230 -0.944 0.699
N 0.104 -0.255 -0.437
F 0.524 -0.471 1.695
Cl 1.218 1.555 -1.888
Br -2.198 -0.413 1.167
I 0.283 -2.983 0.413
H -0.698 1.570 -0.313
H 0.861 1.275 0.451
H -0.124 -0.484 -1.396
*
```

No. 5
One molecule with the formula C21H20FN3O3S. Source: the OMol25 dataset; level of theory: wB97M-V/def2-TZVPD.

Computed properties:
Relative energy (zero: lowest compared OMol25 entry of this formula, charge and spin): 14.6 kJ/mol
HOMO-LUMO gap: 9.805 eV
E_LUMO: 0.53 eV
Total energy: -46267.4506 eV
SMILES: O=C(CN(Cc1ccccc1)S(=O)(=O)c1ccc(F)cc1)NCc1cccnc1
HOMO: -0.3409 Ha
Maximum force: 1.096 eV/Å

```
! wB97M-V def2-TZVPD RIJCOSX def2/J DEFGRID3
* xyz 0 1
O 1.525 0.007 3.286
C 1.494 -0.858 2.435
N 0.466 -1.699 2.243
H 0.543 -2.386 1.500
C -0.768 -1.589 3.001
C -1.691 -0.587 2.359
C -2.574 -0.956 1.349
N -3.343 -0.100 0.699
C -3.287 1.176 1.041
C -2.460 1.656 2.043
C -1.637 0.759 2.704
H -0.954 1.088 3.472
H -2.459 2.704 2.298
H -3.938 1.837 0.483
H -2.668 -1.992 1.044
H -0.505 -1.252 4.008
H -1.234 -2.575 3.050
C 2.643 -1.106 1.449
N 2.211 -0.856 0.089
S 1.898 -2.165 -0.885
O 3.009 -2.495 -1.729
O 1.384 -3.193 -0.017
C 0.562 -1.557 -1.907
C 0.655 -1.646 -3.283
C -0.395 -1.194 -4.066
C -1.515 -0.675 -3.435
C -1.621 -0.590 -2.056
C -0.558 -1.035 -1.290
H -0.592 -0.971 -0.215
H -2.512 -0.194 -1.595
F -2.533 -0.236 -4.194
H -0.358 -1.242 -5.142
H 1.548 -2.064 -3.720
C 2.642 0.341 -0.607
C 1.563 1.396 -0.582
C 1.239 2.030 0.612
C 0.225 2.969 0.652
C -0.483 3.281 -0.497
C -0.161 2.660 -1.690
C 0.860 1.725 -1.732
H 1.115 1.252 -2.670
H -0.703 2.903 -2.592
H -1.277 4.012 -0.464
H -0.005 3.464 1.583
H 1.777 1.786 1.515
H 3.559 0.726 -0.149
H 2.870 0.051 -1.637
H 2.959 -2.150 1.529
H 3.484 -0.457 1.709
*
```

No. 6
One molecule with the formula C2H5NOS. Source: the OMol25 dataset; level of theory: wB97M-V/def2-TZVPD.

Computed properties:
Relative energy (zero: lowest compared OMol25 entry of this formula, charge and spin): 297.6 kJ/mol
HOMO-LUMO gap: 8.390 eV
E_LUMO: 0.16 eV
Total energy: -16525.2967 eV
HOMO: -0.3026 Ha
Maximum force: 6.103 eV/Å

```
! wB97M-V def2-TZVPD RIJCOSX def2/J DEFGRID3
* xyz 0 1
C 1.055 0.267 -0.052
C -1.611 -0.043 -0.023
N -0.307 -0.589 0.143
O 3.518 0.702 -0.079
S 2.545 -0.381 0.149
H 0.850 1.289 -0.306
H -1.548 0.939 -0.486
H -2.208 -0.694 -0.671
H -2.129 0.057 0.939
H -0.164 -1.547 0.386
*
```

No. 7
C13H18ClO4S4Se4Y as an isolated structure. Source: the OMol25 dataset; level of theory: wB97M-V/def2-TZVPD.

Computed properties:
Relative energy (zero: lowest compared OMol25 entry of this formula, charge and spin): 92.2 kJ/mol
HOMO-LUMO gap: 5.808 eV
E_LUMO: 4.05 eV
Total energy: -340262.0126 eV
HOMO: -0.0646 Ha
Maximum force: 0.760 eV/Å

```
! wB97M-V def2-TZVPD RIJCOSX def2/J DEFGRID3
* xyz -2 1
Y 0.173 0.012 0.800
O -1.701 0.568 2.170
S -2.109 1.303 0.939
O -3.266 2.149 1.055
O -0.834 2.045 0.551
O -2.194 0.243 -0.115
Se 1.649 0.754 3.208
Se 0.509 -1.173 3.905
Se 1.126 -2.873 2.393
Se -0.463 -2.745 0.659
C -2.794 1.305 -3.946
C -1.920 1.896 -2.836
S -0.288 1.177 -2.495
C 0.321 0.554 -4.068
C -0.194 -0.799 -4.586
S -0.387 -2.139 -3.396
C -1.998 -1.785 -2.647
C -3.136 -1.541 -3.652
S -4.011 0.037 -3.500
H -2.210 0.969 -4.799
H -3.424 2.113 -4.325
H -2.434 1.830 -1.878
H -1.767 2.954 -3.062
H 1.390 0.469 -3.887
H 0.197 1.307 -4.853
H 0.544 -1.182 -5.296
H -1.121 -0.685 -5.150
H -1.919 -0.964 -1.935
H -2.194 -2.681 -2.058
H -3.935 -2.269 -3.497
H -2.795 -1.676 -4.679
Cl 4.296 0.280 -5.923
C 3.776 0.104 -4.249
C 3.401 -1.143 -3.767
C 2.986 -1.275 -2.452
C 2.927 -0.181 -1.556
C 2.489 -0.326 -0.186
C 3.302 1.069 -2.105
C 3.728 1.212 -3.417
H 3.431 -2.006 -4.422
H 2.678 -2.250 -2.091
H 2.990 0.365 0.491
H 2.591 -1.344 0.186
H 3.249 1.949 -1.474
H 4.008 2.186 -3.799
*
```

No. 8
C18H39AlN2O7 as an isolated structure. Source: the OMol25 dataset; level of theory: wB97M-V/def2-TZVPD.

Computed properties:
Relative energy (zero: lowest compared OMol25 entry of this formula, charge and spin): 0.0 kJ/mol
HOMO-LUMO gap: 2.976 eV
E_LUMO: -11.26 eV
Total energy: -43186.7214 eV
HOMO: -0.5232 Ha
Maximum force: 2.861 eV/Å

```
! wB97M-V def2-TZVPD RIJCOSX def2/J DEFGRID3
* xyz 2 1
Al 3.271 -1.048 3.161
O 1.110 -0.226 1.618
H 0.255 -0.543 1.272
C -0.221 -5.690 -0.960
C -1.506 -4.952 -0.469
C -1.119 -3.494 -0.467
N -1.955 -2.637 0.520
C -1.576 -2.912 1.940
C -3.406 -2.978 0.272
C -4.252 -1.770 0.638
C -3.379 -0.643 0.031
C -1.953 -1.156 0.246
H 0.550 -5.595 -0.192
H 0.241 -5.211 -1.825
H -0.472 -6.727 -1.162
H -1.698 -5.339 0.525
H -2.266 -5.093 -1.231
H -1.258 -2.950 -1.399
H -0.112 -3.276 -0.115
H -0.497 -2.765 1.972
H -1.749 -3.960 2.164
H -2.147 -2.247 2.575
H -3.672 -3.919 0.745
H -3.540 -3.092 -0.804
H -4.403 -1.620 1.706
H -5.207 -1.920 0.143
H -3.607 0.271 0.565
H -3.517 -0.689 -1.050
H -1.594 -0.598 1.116
H -1.247 -0.900 -0.544
C -1.449 1.956 -1.844
C -0.013 2.128 -1.336
C 0.533 3.537 -1.363
N 1.729 3.734 -0.477
C 1.398 3.641 0.958
C 2.320 5.112 -0.743
C 3.292 4.991 -1.885
C 3.805 3.549 -1.787
C 2.899 2.811 -0.810
H -2.153 2.637 -1.357
H -1.869 0.998 -1.546
H -1.441 2.039 -2.926
H 0.574 1.647 -2.138
H 0.220 1.455 -0.510
H -0.190 4.187 -0.860
H 0.758 3.897 -2.361
H 1.233 2.585 1.183
H 0.533 4.262 1.172
H 2.228 3.921 1.602
H 2.665 5.501 0.215
H 1.489 5.812 -0.893
H 4.068 5.747 -1.765
H 2.870 5.216 -2.862
H 4.851 3.429 -1.517
H 3.737 3.106 -2.783
H 3.455 2.616 0.106
H 2.482 1.860 -1.128
O 1.492 -0.996 -0.971
C 2.719 -1.509 -0.794
O 3.224 -2.245 -1.632
O 3.380 -1.206 0.253
H 1.375 -0.414 -0.197
O -0.638 0.119 3.293
C -0.367 -0.667 4.356
O 0.615 -1.435 4.330
O -1.155 -0.567 5.283
H 0.258 0.224 2.744
*
```

No. 9
A 5-piece molecular cluster, C33H64BN8O7 overall. Source: the OMol25 dataset; level of theory: wB97M-V/def2-TZVPD.

Computed properties:
HOMO-LUMO gap: 8.021 eV
E_LUMO: -2.57 eV
Total energy: -62183.4474 eV
HOMO: -0.3893 Ha
Maximum force: 5.298 eV/Å

```
! wB97M-V def2-TZVPD RIJCOSX def2/J DEFGRID3
* xyz 1 1
C -2.974 0.456 -5.838
C -3.451 -0.278 -4.497
C -2.232 -0.229 -3.512
C -2.474 -0.921 -2.069
C -3.979 -1.362 -1.995
N -2.026 0.048 -1.050
C -3.095 0.841 -0.366
C -3.793 1.884 -1.359
C -0.796 0.359 -0.715
N -0.280 1.279 0.198
C 1.095 1.331 0.233
C 1.929 2.280 1.114
C 2.857 1.554 2.177
C 4.366 1.884 1.837
O 2.568 0.169 2.332
C 3.177 -0.383 3.504
C 2.368 -0.171 4.817
C 0.921 -0.267 4.957
C 0.300 -0.083 6.280
C 1.073 0.185 7.495
C 2.527 0.299 7.351
C 3.148 0.119 6.039
N 1.461 0.389 -0.712
C 2.881 0.142 -1.012
N 0.368 -0.201 -1.252
B 0.748 -1.234 -2.252
O 0.556 -2.607 -1.918
O 1.253 -0.968 -3.528
C 2.203 -1.975 -3.971
H -2.677 1.519 -5.604
H -3.790 0.458 -6.605
H -2.055 -0.068 -6.216
H -4.322 0.340 -4.135
H -3.755 -1.305 -4.813
H -1.405 -0.820 -4.015
H -1.808 0.811 -3.407
H -1.920 -1.900 -1.975
H -4.207 -2.206 -2.702
H -4.734 -0.550 -2.083
H -4.131 -1.814 -0.966
H -3.837 0.197 0.170
H -2.681 1.496 0.448
H -3.929 2.869 -0.826
H -3.199 2.063 -2.286
H -4.839 1.566 -1.632
H 1.200 2.930 1.668
H 2.490 2.976 0.428
H 2.637 2.048 3.171
H 4.808 0.984 1.318
H 5.006 2.070 2.744
H 4.501 2.788 1.184
H 3.231 -1.499 3.334
H 4.229 -0.050 3.694
H 0.318 -0.491 4.041
H -0.807 -0.179 6.418
H 0.633 0.296 8.510
H 3.164 0.485 8.252
H 4.263 0.212 6.001
H 3.215 -0.900 -0.732
H 3.519 0.822 -0.383
H 3.157 0.398 -2.076
H -0.179 -2.959 -2.456
H 1.733 -2.943 -4.279
H 2.741 -1.565 -4.868
H 2.932 -2.165 -3.145
C -0.742 -3.377 10.815
C -0.260 -2.464 9.718
O -0.128 -1.258 9.885
N 0.034 -3.018 8.512
C -0.054 -4.410 8.120
H -0.933 -2.790 11.711
H -1.671 -3.866 10.516
H 0.020 -4.123 11.046
H 0.352 -2.346 7.827
H 0.935 -4.744 7.802
H -0.743 -4.489 7.276
H -0.405 -5.042 8.931
C 0.183 0.977 -10.054
C -1.116 1.029 -9.291
O -1.903 0.094 -9.280
N -1.401 2.165 -8.598
C -0.606 3.372 -8.485
H 0.267 0.014 -10.552
H 0.207 1.762 -10.812
H 1.027 1.089 -9.370
H -2.285 2.126 -8.113
H -0.380 3.542 -7.430
H -1.193 4.211 -8.861
H 0.323 3.303 -9.045
C 1.635 -5.759 3.547
C 2.859 -4.915 3.303
O 3.635 -4.619 4.197
N 3.087 -4.476 2.033
C 2.293 -4.713 0.843
H 1.592 -6.029 4.601
H 0.733 -5.198 3.296
H 1.685 -6.676 2.957
H 3.923 -3.918 1.947
H 2.922 -5.215 0.105
H 1.977 -3.746 0.443
H 1.418 -5.323 1.046
C -2.784 7.245 -2.894
C -2.791 5.826 -3.397
O -3.291 5.516 -4.467
N -2.214 4.868 -2.616
C -1.572 5.028 -1.326
H -3.277 7.885 -3.623
H -3.327 7.313 -1.950
H -1.758 7.594 -2.764
H -2.258 3.945 -3.018
H -0.539 4.684 -1.407
H -2.096 4.406 -0.597
H -1.582 6.061 -0.990
*
```

No. 10
A 2-piece molecular cluster, C5H11NO overall. Source: the OMol25 dataset; level of theory: wB97M-V/def2-TZVPD.

Computed properties:
Relative energy (zero: lowest compared OMol25 entry of this formula, charge and spin): 83.2 kJ/mol
HOMO-LUMO gap: 11.115 eV
E_LUMO: 0.76 eV
Total energy: -8900.8352 eV
SMILES: CN=C=O.CCC
HOMO: -0.3805 Ha
Maximum force: 0.772 eV/Å

```
! wB97M-V def2-TZVPD RIJCOSX def2/J DEFGRID3
* xyz 0 1
C 2.844 0.684 -0.187
N 2.125 -0.380 0.462
C 1.373 -0.521 1.389
O 0.634 -0.783 2.267
C -1.132 -0.189 -0.787
C -1.774 -1.410 -0.131
C -1.400 1.093 -0.001
H 2.162 1.316 -0.765
H 3.577 0.252 -0.871
H 3.369 1.302 0.547
H -0.050 -0.351 -0.872
H -1.504 -0.078 -1.813
H -1.432 -1.517 0.905
H -1.522 -2.333 -0.665
H -2.866 -1.318 -0.114
H -2.471 1.330 0.006
H -1.084 0.983 1.044
H -0.872 1.954 -0.428
*
```

No. 11
One molecule with the formula C9H9NO. Source: the OMol25 dataset; level of theory: wB97M-V/def2-TZVPD.

Computed properties:
Relative energy (zero: lowest compared OMol25 entry of this formula, charge and spin): 345.0 kJ/mol
HOMO-LUMO gap (spin up / spin down): 7.912 / 6.641 eV
E_LUMO (spin up / spin down): 0.81 / -3.44 eV
Total energy: -13008.0379 eV
HOMO (spin up / spin down): -0.2611 / -0.3705 Ha
Maximum force: 6.185 eV/Å

```
! wB97M-V def2-TZVPD RIJCOSX def2/J DEFGRID3
* xyz 0 3
C 3.155 0.159 0.339
C 1.983 -0.260 -0.412
C -0.929 2.041 0.376
C -0.470 1.770 -1.065
C -1.053 -1.785 -0.658
C -1.335 -1.841 0.812
C 0.777 -0.066 0.565
C -0.403 0.738 0.094
C -0.582 -0.708 0.188
N 3.879 0.689 1.050
O 2.016 -0.692 -1.554
H -0.181 2.478 0.942
H -1.944 2.068 0.832
H -1.101 1.471 -1.852
H 0.546 2.048 -1.213
H -0.484 -2.474 -1.147
H -1.835 -1.479 -1.319
H -2.361 -1.684 1.025
H -0.882 -2.469 1.485
H 1.204 -0.004 1.511
*
```

No. 12
One molecule with the formula C15H19N5O. Source: the OMol25 dataset; level of theory: wB97M-V/def2-TZVPD.

Computed properties:
Relative energy (zero: lowest compared OMol25 entry of this formula, charge and spin): 253.4 kJ/mol
HOMO-LUMO gap: 7.827 eV
E_LUMO: -0.10 eV
Total energy: -25359.4463 eV
SMILES: [H]/N=C(\C(C#N)=N\Nc1ccc(OC)cc1)N1CCCCC1
HOMO: -0.2915 Ha
Maximum force: 1.245 eV/Å

```
! wB97M-V def2-TZVPD RIJCOSX def2/J DEFGRID3
* xyz 0 1
C -3.637 1.933 -4.481
H -2.610 1.967 -4.857
O -3.782 2.685 -3.301
C -3.062 2.321 -2.204
C -2.170 1.254 -2.149
C -1.492 0.973 -0.978
C -1.692 1.751 0.157
C -2.585 2.822 0.105
C -3.260 3.101 -1.062
H -3.953 3.924 -1.117
H -2.747 3.431 0.982
N -1.020 1.484 1.339
N -0.160 0.496 1.430
C 0.461 0.224 2.530
C 0.277 0.957 3.725
N 0.110 1.598 4.665
C 1.296 -1.010 2.643
N 1.133 -1.820 3.621
H 0.437 -1.530 4.299
N 2.227 -1.268 1.704
C 2.515 -0.455 0.545
H 3.411 0.156 0.736
C 2.745 -1.350 -0.684
C 1.916 -2.621 -0.540
C 2.449 -3.452 0.633
C 2.951 -2.517 1.746
H 4.015 -2.298 1.611
H 2.798 -2.956 2.730
H 1.656 -4.094 1.015
H 3.270 -4.089 0.303
H 1.945 -3.205 -1.460
H 0.877 -2.343 -0.350
H 2.465 -0.804 -1.586
H 3.799 -1.618 -0.772
H 1.677 0.214 0.357
H -1.223 2.076 2.147
H -0.804 0.144 -0.932
H -1.995 0.631 -3.011
H -4.302 2.397 -5.208
H -3.936 0.890 -4.333
*
```